{
  "formula": "C39H97F2N6O19S2",
  "method": "ωB97M-V/def2-TZVPD",
  "s_squared": 0.7549,
  "multiplicity": 2,
  "homo_lumo_gap_ev": [6.5, 2.2],
  "total_charge": 0,
  "elements": ["N", "S", "O", "O", "F", "S", "O", "O", "F", "C", "O", "C", "C", "N", "C", "C", "O", "C", "H", "H", "H", "H", "H", "H", "H", "H", "H", "H", "H", "H", "H", "H", "H", "C", "O", "C", "C", "N", "C", "C", "O", "C", "H", "H", "H", "H", "H", "H", "H", "H", "H", "H", "H", "H", "H", "H", "H", "C", "O", "C", "C", "N", "C", "C", "O", "C", "H", "H", "H", "H", "H", "H", "H", "H", "H", "H", "H", "H", "H", "H", "H", "C", "O", "C", "C", "N", "C", "C", "O", "C", "H", "H", "H", "H", "H", "H", "H", "H", "H", "H", "H", "H", "H", "H", "H", "C", "C", "C", "C", "C", "C", "N", "O", "C", "C", "C", "H", "H", "H", "H", "H", "H", "H", "H", "H", "H", "H", "H", "H", "H", "H", "H", "H", "H", "H", "C", "C", "O", "O", "H", "H", "H", "H", "H", "H", "C", "C", "O", "O", "H", "H", "H", "H", "H", "H", "C", "C", "O", "O", "H", "H", "H", "H", "H", "H"],
  "xyz": [[1.15711, 0.67075, 2.71097], [-0.24591, 0.50386, 3.25318], [-0.69018, -0.85660, 3.41805], [-1.24291, 1.56550, 3.00447], [0.19908, 0.89715, 4.73639], [0.64982, 0.49377, 1.15315], [0.21758, 1.71401, 0.49894], [-0.03127, -0.71928, 0.76139], [2.12760, 0.24121, 0.60493], [2.13770, 2.36687, -2.31936], [3.51564, 2.57076, -2.09278], [4.04986, 2.22476, -0.81886], [4.52231, 0.69474, -0.78701], [5.76855, 0.37314, -1.43547], [6.10294, -1.02402, -1.59386], [6.28900, -1.88921, -0.31233], [7.38518, -1.51038, 0.52734], [8.67367, -1.75327, -0.01233], [1.45189, 2.82632, -1.60755], [1.93875, 1.30747, -2.48119], [1.85939, 2.79497, -3.28236], [3.41011, 2.34144, 0.05590], [4.95872, 2.73731, -0.50365], [3.73469, 0.12461, -1.27967], [4.60056, 0.33993, 0.24065], [5.73943, 0.77990, -2.35949], [6.98866, -1.12395, -2.22125], [5.30822, -1.43665, -2.21537], [6.20524, -2.95849, -0.50652], [5.36754, -1.76987, 0.25756], [8.80623, -1.08027, -0.85944], [8.64504, -2.80030, -0.31403], [9.53943, -1.68553, 0.64642], [-2.97034, 3.76606, -0.15061], [-4.16564, 3.06117, -0.27125], [-4.49058, 2.20317, 0.83272], [-3.67661, 0.83867, 0.83098], [-4.16599, -0.04028, -0.21039], [-3.22124, -1.19751, -0.35140], [-3.71407, -2.35497, -1.28063], [-3.71391, -1.90151, -2.62674], [-4.11749, -2.92033, -3.56696], [-2.09995, 3.16433, 0.11102], [-3.10159, 4.48865, 0.65484], [-2.86555, 4.28563, -1.10306], [-5.55229, 1.95714, 0.81453], [-4.25081, 2.73064, 1.75597], [-3.63883, 0.33393, 1.79634], [-2.63303, 1.07471, 0.62285], [-4.16116, 0.43575, -1.10116], [-3.12583, -1.62162, 0.64816], [-2.23545, -0.86671, -0.67833], [-4.65369, -2.77310, -0.91954], [-3.00363, -3.16666, -1.12400], [-4.07484, -2.66997, -4.62696], [-5.14440, -3.18136, -3.31117], [-3.66250, -3.90465, -3.45654], [-5.11395, 1.66091, -8.36414], [-4.60610, 1.33893, -7.04071], [-4.47549, 2.45335, -6.19827], [-3.74414, 2.25078, -4.88665], [-2.28892, 2.52398, -4.91575], [-1.60578, 2.51912, -3.63203], [-1.45361, 1.10211, -3.01288], [-0.18165, 0.53741, -3.31658], [0.08422, -0.67045, -2.63345], [-6.19505, 1.79903, -8.37941], [-4.89782, 0.75684, -8.93339], [-4.52892, 2.47322, -8.79540], [-5.49468, 2.47863, -5.81264], [-4.20249, 3.41092, -6.64169], [-4.04462, 1.32665, -4.39288], [-4.14988, 2.85869, -4.07800], [-2.16664, 3.43379, -5.33692], [-2.06936, 3.31189, -3.04492], [-0.60180, 2.89253, -3.83374], [-2.22056, 0.42717, -3.39280], [-1.55913, 1.16744, -1.92997], [-0.69376, -1.41187, -2.81549], [0.26939, -0.44318, -1.58361], [1.01663, -1.09309, -3.00773], [-5.95467, 2.24638, 4.45216], [-5.40563, 1.14620, 5.14384], [-3.98319, 1.15997, 5.09976], [-3.26216, -0.09798, 5.78912], [-3.63036, -0.17142, 7.18021], [-3.26750, 0.92393, 8.07203], [-1.84723, 1.42043, 7.92716], [-1.68426, 2.48008, 8.77229], [-0.43014, 3.15052, 8.64682], [-6.09653, 2.01605, 3.39626], [-5.33854, 3.13340, 4.59937], [-6.96286, 2.34024, 4.85571], [-3.54633, 2.01556, 5.61477], [-3.73224, 1.15555, 4.03905], [-2.19751, 0.07463, 5.63157], [-3.50001, -0.96643, 5.17484], [-4.63512, -0.26180, 7.22917], [-3.46993, 0.59155, 9.09018], [-4.01242, 1.71340, 7.97235], [-1.60559, 1.85410, 6.95678], [-1.13200, 0.62277, 8.12788], [-0.31896, 3.60669, 9.63051], [-0.23408, 3.89218, 7.87249], [0.35511, 2.40390, 8.52828], [2.04721, -3.47832, -0.76413], [1.51667, -4.29236, -1.95183], [0.00888, -4.39882, -1.77569], [-0.71677, -4.96027, -2.97887], [-0.30043, -4.20095, -4.22473], [1.21057, -4.13130, -4.49179], [1.87792, -3.67359, -3.27372], [3.24299, -3.34953, -3.42803], [1.67341, -5.43355, -5.09224], [1.31677, -3.04307, -5.67688], [2.12332, -5.73364, -1.83754], [1.70806, -2.44243, -0.76646], [3.13714, -3.49024, -0.76333], [1.74920, -3.85763, 0.21332], [-0.25187, -5.01670, -0.91643], [-0.41155, -3.42017, -1.54423], [-1.80482, -4.90700, -2.94128], [-0.50043, -6.01882, -3.12299], [-0.78767, -3.22809, -4.15944], [-0.94003, -4.65293, -4.98284], [1.68922, -5.47129, -6.18147], [2.73238, -5.54413, -4.85889], [1.09706, -6.27377, -4.70498], [0.93093, -3.51146, -6.58233], [0.78948, -2.13056, -5.39872], [2.36434, -2.76027, -5.78039], [2.20984, -6.05179, -0.79860], [3.10707, -5.84701, -2.29305], [1.48628, -6.44119, -2.36826], [3.62944, -4.21488, -3.58107], [3.28307, 3.18184, 3.40030], [3.89699, 1.92100, 4.00516], [3.72573, 0.81821, 3.19383], [1.85736, 3.13116, 3.46437], [3.59013, 3.25884, 2.35728], [3.59264, 4.01539, 4.03075], [3.46308, 1.76252, 4.99243], [4.97659, 2.06112, 4.05938], [2.79164, 0.65715, 3.04173], [1.62650, 2.25728, 3.14090], [0.08048, 5.84927, -0.01337], [0.58391, 4.99793, 1.15900], [1.08886, 5.74530, 2.28403], [-1.16605, 6.52681, 0.18996], [-0.23224, 5.16452, -0.80168], [0.93993, 6.45431, -0.30211], [1.23227, 4.13117, 1.03070], [-0.23244, 4.40826, 1.57608], [1.41689, 5.09828, 2.91281], [-1.20967, 7.09490, 0.96260], [2.12577, -2.60955, 2.89716], [3.27699, -3.58188, 2.92163], [4.60849, -3.14659, 2.75120], [2.24543, -1.53080, 3.86468], [1.22157, -3.17967, 3.11040], [2.05458, -2.13740, 1.91731], [3.06728, -4.28384, 2.11456], [3.20217, -4.01892, 3.91737], [5.12899, -3.61530, 3.40770], [1.94495, -0.71276, 3.46203]],
  "forces_ev_per_a": [[-0.262, -0.256, -4.652], [-7.072, 0.809, 8.064], [0.148, 1.065, -0.763], [2.108, -2.270, -0.678], [-0.022, -0.133, 0.152], [2.203, 0.789, -5.204], [0.644, -1.401, 1.240], [0.501, 0.869, 0.992], [-0.443, 0.090, 0.104], [-0.062, -0.476, -0.565], [0.776, 0.893, 0.748], [1.005, -2.688, 0.365], [-0.794, 0.249, 0.156], [1.147, 1.315, 0.071], [0.035, -0.637, -0.029], [-0.574, 1.410, 0.102], [-0.490, 0.054, 0.513], [-0.965, -0.684, -0.984], [0.242, -0.201, 0.522], [-0.220, -0.114, 0.559], [0.461, 0.295, -0.116], [-0.761, 0.136, -0.419], [0.015, 0.820, -0.955], [-0.643, -0.310, 0.022], [-0.233, 0.267, 0.164], [0.245, 0.135, -0.121], [0.202, 0.300, 0.035], [-0.455, -0.993, 0.038], [0.890, -0.325, -0.529], [0.244, 0.441, 0.613], [0.424, -0.163, -0.191], [0.435, -0.184, -0.610], [-0.653, 0.528, 0.644], [-0.180, 0.627, 0.491], [-1.196, -1.797, -0.060], [1.386, -0.939, 0.130], [-0.143, 1.681, -0.762], [0.389, -1.835, -0.347], [-1.544, -0.075, -0.321], [0.745, 1.186, 0.884], [0.249, -0.941, -1.015], [-1.127, -0.194, 1.170], [0.138, -0.258, -0.270], [0.296, 0.379, 0.023], [0.385, 0.072, 0.191], [-0.007, 0.239, -0.263], [-0.063, 0.079, 0.230], [-0.517, 0.052, 0.098], [0.404, 0.351, 0.140], [-0.125, 0.359, -0.071], [0.189, -0.103, 0.048], [0.240, -0.016, -0.058], [-0.542, 0.359, -0.345], [0.442, -0.287, -0.310], [0.254, 0.764, 0.343], [-0.466, 0.209, -0.319], [0.955, 0.075, 0.324], [1.010, -1.127, 1.060], [1.069, -0.126, -1.589], [-1.916, -0.250, 1.837], [1.204, 0.123, 0.948], [-0.430, -1.289, -1.012], [0.361, -0.273, -0.738], [-0.276, 0.635, 0.166], [0.267, 0.034, -0.600], [0.101, 0.797, -0.180], [-0.013, 0.459, 0.162], [-0.079, 0.082, -0.161], [-0.330, 0.244, -0.033], [-0.483, 1.298, 0.048], [0.126, -0.143, -0.536], [0.698, -0.918, -0.734], [-0.661, 1.157, -0.329], [0.032, 0.034, -0.096], [-0.170, -0.514, 1.117], [0.203, -0.119, 0.089], [-0.265, 0.008, -0.020], [-0.041, 0.027, 0.278], [-0.382, -0.034, 0.367], [-0.422, -0.391, 0.251], [0.274, 0.147, -0.338], [-0.508, -0.685, 0.352], [0.640, -0.392, 0.845], [0.874, -1.481, -0.300], [-1.356, 2.334, -1.286], [0.267, -1.297, 0.234], [-0.790, -0.106, -0.301], [-0.190, -0.187, -1.165], [0.426, 1.970, 1.297], [0.120, -0.891, 1.347], [0.386, 0.098, -0.290], [-0.214, 0.219, -0.076], [0.045, 0.506, 0.086], [-0.311, 0.536, -0.188], [0.563, 0.288, -0.090], [0.034, -0.013, 0.275], [-0.233, -0.384, 0.602], [-0.048, -0.223, -0.003], [0.513, -0.231, 0.190], [0.343, 0.791, -0.315], [-0.315, -0.718, -0.801], [0.165, -0.309, 0.057], [0.329, 0.269, -0.183], [-0.953, 0.042, -0.403], [0.217, -0.157, 0.087], [0.876, 0.689, -0.262], [-0.170, 0.066, 1.852], [-1.331, 0.076, -0.317], [0.500, -0.199, -0.457], [-1.537, -0.060, 0.833], [-2.703, 2.443, -2.505], [1.503, -1.778, 0.022], [-2.402, 0.232, 0.467], [1.558, -0.953, 0.541], [0.947, -0.143, 1.575], [0.060, -0.177, -1.144], [-0.013, 0.074, -0.262], [0.083, 0.176, 0.007], [-0.328, -0.470, -0.344], [0.577, 0.007, 0.232], [0.139, 0.231, -0.016], [0.081, 0.136, 0.523], [0.104, -0.219, 0.145], [0.608, 0.478, 0.145], [0.992, -0.188, -0.921], [-0.536, 0.398, 0.133], [0.155, -0.566, 0.152], [0.252, -0.036, 0.020], [-0.028, 0.254, 0.211], [-0.204, -0.141, -0.128], [0.033, -0.130, -0.382], [-0.164, 0.402, -0.012], [0.195, 0.226, 0.128], [-0.045, -0.022, 0.121], [0.728, -0.519, -0.199], [-0.189, -0.528, 0.820], [0.193, 1.059, -0.182], [0.535, -0.847, -0.841], [0.518, 0.747, 0.187], [0.330, 0.346, -0.047], [0.089, 0.304, -0.386], [0.089, 0.035, 0.311], [0.063, 0.101, 0.354], [0.534, 0.164, 0.149], [-0.375, 0.244, -0.108], [0.156, -0.986, 0.907], [-1.151, -0.885, 2.028], [-0.013, 0.924, -1.053], [0.332, 0.049, -0.056], [0.668, -0.104, -0.216], [-0.369, 0.601, -0.387], [0.757, 0.465, -1.356], [-0.941, 0.206, -0.210], [-0.081, -0.346, 0.116], [0.578, -0.072, 0.208], [0.530, 2.391, 0.311], [-0.118, -0.292, 0.902], [-0.088, 0.588, -0.280], [0.406, -1.978, -0.083], [-0.150, -0.124, -0.155], [-0.199, -0.136, -0.289], [-0.255, -0.596, 0.151], [-0.049, -0.655, -0.093], [0.120, 0.259, -0.066], [0.026, -0.683, 0.060]]
}


{
  "formula": "C3BrClO4",
  "method": "ωB97M-V/def2-TZVPD",
  "e_above_lowest_kj_mol": 0.8,
  "multiplicity": 1,
  "homo_lumo_gap_ev": 5.9,
  "total_charge": -2,
  "elements": ["C", "C", "C", "O", "O", "O", "O", "Cl", "Br"],
  "xyz": [[0.66047, -1.06932, 0.25534], [-0.83047, 1.03778, -0.73508], [-0.08134, 0.19075, 0.79312], [0.26088, -2.17586, 0.64519], [-0.39099, 2.15389, -0.87901], [1.56911, -0.79925, -0.54882], [-1.64704, 0.32044, -1.26076], [1.08037, 1.34734, 1.49378], [-1.40651, -0.26747, 2.13489]],
  "forces_ev_per_a": [[0.054, 0.001, 0.166], [0.592, -0.778, 2.329], [-0.181, 0.860, -2.089], [-0.121, -0.542, 0.129], [0.312, 0.850, -0.317], [0.296, 0.122, -0.220], [-0.689, -0.674, -0.589], [0.139, 0.046, 0.339], [-0.402, 0.115, 0.252]]
}


{
  "formula": "C3BrF4IO",
  "method": "ωB97M-V/def2-TZVPD",
  "e_above_lowest_kj_mol": 252.4,
  "multiplicity": 1,
  "homo_lumo_gap_ev": [7.0, 8.2],
  "total_charge": 0,
  "elements": ["C", "C", "C", "O", "F", "F", "F", "F", "Br", "I"],
  "xyz": [[-1.34655, 1.69664, -1.06048], [-0.22595, -0.86030, -0.04502], [0.96761, -0.61547, 0.77946], [-1.74373, 1.28337, -2.06604], [-0.11491, -1.29087, -1.24520], [-1.22812, -1.48564, 0.54761], [1.77164, 0.17641, 0.01983], [0.66739, 0.13251, 1.84337], [-1.06296, 3.32238, -0.27775], [2.31559, -2.35901, 1.50421]],
  "forces_ev_per_a": [[0.211, -2.701, -0.100], [-1.390, -0.412, 1.147], [1.612, 1.094, -0.163], [-0.199, 0.577, -0.312], [0.710, -0.259, -1.313], [0.020, 0.186, 0.369], [0.285, -0.580, -0.059], [-0.339, -0.617, 0.434], [0.152, 1.792, 0.521], [-1.062, 0.922, -0.525]]
}


Copy entry 3 word for word.
{
  "formula": "C3BrF4IO",
  "method": "ωB97M-V/def2-TZVPD",
  "e_above_lowest_kj_mol": 252.4,
  "multiplicity": 1,
  "homo_lumo_gap_ev": [7.0, 8.2],
  "total_charge": 0,
  "elements": ["C", "C", "C", "O", "F", "F", "F", "F", "Br", "I"],
  "xyz": [[-1.34655, 1.69664, -1.06048], [-0.22595, -0.86030, -0.04502], [0.96761, -0.61547, 0.77946], [-1.74373, 1.28337, -2.06604], [-0.11491, -1.29087, -1.24520], [-1.22812, -1.48564, 0.54761], [1.77164, 0.17641, 0.01983], [0.66739, 0.13251, 1.84337], [-1.06296, 3.32238, -0.27775], [2.31559, -2.35901, 1.50421]],
  "forces_ev_per_a": [[0.211, -2.701, -0.100], [-1.390, -0.412, 1.147], [1.612, 1.094, -0.163], [-0.199, 0.577, -0.312], [0.710, -0.259, -1.313], [0.020, 0.186, 0.369], [0.285, -0.580, -0.059], [-0.339, -0.617, 0.434], [0.152, 1.792, 0.521], [-1.062, 0.922, -0.525]]
}